No. 1
The following is a DFT calculation (the ωB97M-V functional and the def2-TZVPD basis) of a 2-piece molecular cluster, CH4N2S overall.

Structure (XYZ):
```
8
Properties=species:S:1:pos:R:3
C 0.66061 -0.70884 -0.20487
N 0.53745 0.70841 -0.20366
N -0.41689 -0.02167 0.42176
S -2.06921 -0.09448 -0.09722
H 0.49034 -1.22130 -1.14790
H 1.35799 -1.19901 0.46383
H 1.57224 1.36668 1.29284
H -2.13252 1.17022 -0.52478
```

Summary:
⟨S²⟩ = 2.008
orbital gap (alpha / beta) = 8.7004 / 8.2978 eV
multiplicity = 3
total charge = 0

=====

No. 2
The following is a DFT calculation (the ωB97M-V functional and the def2-TZVPD basis) of CH4N2S2 as an isolated structure.

Structure (XYZ):
```
9
Properties=species:S:1:pos:R:3
C 0.08511 0.66473 -0.06041
H -1.11088 -1.63449 0.58396
H -1.63131 1.38902 0.27609
H 0.64162 1.69012 0.61430
H 2.62041 -1.59216 -0.17330
N -1.25267 0.80937 -0.50449
N 0.58514 -0.42651 -0.27691
S -2.19830 -0.63035 -0.21126
S 2.26089 -0.26972 -0.24797
```

Summary:
orbital gap = 9.1759 eV
total charge = 0

=====

No. 3
The following is a DFT calculation (the ωB97M-V functional and the def2-TZVPD basis) of one molecule with the formula CH4N2S3.

Structure (XYZ):
```
10
Properties=species:S:1:pos:R:3
N 0.35231 -1.49922 -0.13550
N 0.48196 -0.02706 -0.12817
S 1.96851 0.80782 -0.60112
C -0.59956 0.66134 0.37110
S -0.75578 2.33071 0.33990
S -1.99833 -0.50155 0.43377
H 0.53645 -1.85263 0.75621
H 1.03882 -1.99453 -0.76442
H 1.62266 1.69413 -1.50908
H -2.64704 0.38099 1.23731
```

Summary:
SMILES = NN(S)C(=S)S
orbital gap = 8.6865 eV
total charge = 0

=====

No. 4
The following is a DFT calculation (the ωB97M-V functional and the def2-TZVPD basis) of one molecule with the formula CH4N2S3.

Structure (XYZ):
```
10
Properties=species:S:1:pos:R:3
N -0.25336 -1.62423 1.59751
N -0.21953 -1.36546 0.27455
C -0.08263 -0.18028 -0.19238
S 0.54026 1.25335 0.73051
S -0.67386 0.19416 -1.84671
S 0.04906 2.02790 -2.56478
H 0.25354 -1.03349 2.27009
H -0.08429 -2.62837 1.67444
H -0.67553 1.93017 0.79854
H 1.14635 1.42624 -2.74179
```

Summary:
SMILES = N/N=C(\S)SS
orbital gap = 8.6977 eV
total charge = 0

=====

No. 5
The following is a DFT calculation (the ωB97M-V functional and the def2-TZVPD basis) of a 2-piece molecular cluster, CH4N2Si overall.

Structure (XYZ):
```
8
Properties=species:S:1:pos:R:3
C -1.48995 0.83092 0.83644
N 1.75177 0.60104 -0.03232
N -0.56021 0.19865 0.28996
Si 1.59670 -0.72981 -0.91958
H -2.45042 0.28313 0.59381
H -1.50946 1.68675 1.51360
H 2.54741 -1.74331 -1.18828
H 0.11416 -1.12738 -1.09362
```

Summary:
orbital gap (alpha / beta) = 9.5286 / 8.8792 eV
total charge = 0

=====

No. 6
The following is a DFT calculation (the ωB97M-V functional and the def2-TZVPD basis) of an isolated ion of composition CH4N3 and charge +1.

Structure (XYZ):
```
8
Properties=species:S:1:pos:R:3
C -0.31656 0.51601 0.14984
N -2.58683 -0.27289 -0.00866
N -1.55310 0.12579 -0.06397
N 0.86483 -0.35803 -0.00641
H -0.13562 1.65063 0.22095
H 1.16484 -0.40189 -1.11721
H 0.79609 -1.37103 0.47051
H 1.76635 0.11142 0.35495
```

Summary:
orbital gap = 9.1871 eV
total charge = +1

=====

No. 7
The following is a DFT calculation (the ωB97M-V functional and the def2-TZVPD basis) of a 2-piece molecular cluster, CH4N3O2 overall.

Structure (XYZ):
```
10
Properties=species:S:1:pos:R:3
C 0.50862 0.02136 0.45885
N 0.37571 0.40325 -0.80391
N -1.49512 0.04243 1.75863
N 0.76632 -0.33273 -1.82791
O 1.11845 -1.53949 -1.77702
O 0.76153 0.26846 -2.93391
H 1.02701 -0.85808 0.74044
H 0.41894 0.79092 1.30705
H -1.37970 0.98303 2.15856
H -2.10175 0.22085 0.91922
```

Summary:
orbital gap (alpha / beta) = 6.6444 / 7.3191 eV
total charge = -1

=====

No. 8
The following is a DFT calculation (the ωB97M-V functional and the def2-TZVPD basis) of one molecule with the formula CH4N3P.

Structure (XYZ):
```
9
Properties=species:S:1:pos:R:3
C 0.01754 0.98417 -0.41724
N 1.51415 0.70993 -0.02265
N 1.84808 -0.43114 0.00894
N 0.87192 -1.39900 -0.25184
P -0.71310 -0.76427 -0.18028
H -0.31691 1.82320 0.13974
H 0.04133 1.26940 -1.39216
H 1.22591 -2.20997 0.23774
H -0.75671 -0.40055 1.19571
```

Summary:
SMILES = C1N=NNP1
orbital gap = 10.5165 eV
total charge = 0

=====

The following relative energy (zero: lowest compared OMol25 entry of this formula, charge and spin) values (in eV) correspond, in order, to the records above: 2.512 3.691 1.633 1.016 6.191 3.029 4.601 2.087.